Formula: C48H53CrN7
Source: OMol25
Level of theory: ωB97M-V with the def2-TZVPD basis set

Total energy, Ha: -3288.6698
Frontier orbital gap (alpha / beta), Eh: 0.187 / 0.200
Strongest force on any atom, eV/A: 0.727
2S+1: 5
Total charge: 0
Highest occupied orbital energy (alpha / beta), eV: -5.69 / -6.44

```
109
C48H53CrN7, DFT ωB97M-V with the def2-TZVPD basis set
C -0.582 -2.885 0.448
H 4.746 5.038 1.836
C -0.025 0.936 -2.880
C -2.944 -2.690 -0.454
H 3.779 3.916 5.269
H 4.647 4.486 0.166
N 0.696 1.170 -1.719
H -4.936 -3.752 1.230
C 0.849 1.195 -4.029
H 4.497 -0.649 2.918
C 2.190 3.574 3.822
C -1.664 -2.200 -0.125
C -5.066 3.503 -2.917
H 2.383 5.748 1.805
C 1.405 -2.891 1.969
C 1.747 1.949 -2.070
H -4.175 -4.321 -1.060
C -3.048 0.999 -0.883
H -0.753 3.380 -1.286
H 5.229 1.977 -4.479
N 1.248 1.692 0.724
H -6.350 -1.871 -3.045
C 2.732 5.097 0.999
H -2.594 -4.791 -0.453
H 2.122 0.680 3.797
H -5.021 0.962 -1.992
H -4.834 -0.988 -3.287
H 2.888 -1.420 4.610
C -5.301 -1.816 -2.749
C 1.468 1.766 2.089
N -4.723 4.353 -3.944
C 3.107 2.409 -4.247
C 0.559 0.833 -5.450
H -7.757 6.633 -6.604
C -5.161 -1.624 -1.234
C -4.030 -4.344 1.092
C -1.361 0.967 -2.692
H -0.566 1.502 -7.178
H 3.306 3.424 -3.893
C 1.007 -5.072 3.184
C 1.692 -4.360 2.008
H -9.036 4.079 -3.396
C 1.844 2.798 0.193
C -8.247 4.517 -3.992
N -1.630 -0.839 -0.314
C -4.040 2.827 -2.121
C 3.639 3.425 4.305
N 0.531 -0.873 1.270
C -5.895 4.828 -4.487
H 1.134 -6.153 3.106
H 3.079 -3.092 4.105
H -5.651 -2.457 -0.726
C -4.153 1.551 -1.735
H -2.821 4.652 -1.847
C -3.424 -4.099 -0.298
H 2.772 -4.509 2.080
H -0.098 2.806 -6.079
H 0.168 -0.186 -5.476
H 4.533 6.214 0.538
H 1.431 -4.748 4.134
H 1.366 -4.811 1.070
H 5.239 -1.995 3.805
H 2.284 5.464 0.073
C -2.874 -0.473 -0.716
H -5.679 -0.716 -0.920
H 4.324 3.874 3.590
C 4.258 5.214 0.879
N -1.734 1.466 -1.362
H -4.803 -2.736 -3.055
H -4.288 -5.397 1.222
C -1.715 2.905 -1.444
C -0.445 1.773 -6.129
C 1.962 -1.907 2.742
C 4.427 -1.717 3.130
H 4.198 0.543 -4.424
C 2.228 3.707 1.242
H -3.794 4.548 -4.272
C 3.062 -2.063 3.743
C -6.166 5.698 -5.536
C 1.402 -0.662 2.302
H 4.542 1.438 -2.939
C -2.819 3.572 -1.785
C 0.450 -2.252 1.102
H 1.495 0.840 -6.012
H -3.322 -4.057 1.869
H 2.969 3.601 -1.464
C 4.348 1.539 -4.007
H -3.164 1.446 0.119
H -2.129 0.873 -3.446
N -6.356 3.411 -2.754
H 2.905 2.470 -5.318
H -9.548 5.637 -5.262
C 1.920 1.859 -3.526
H -5.374 6.146 -6.122
H 1.527 3.040 4.505
C 1.972 3.070 2.430
H -0.060 -4.846 3.197
H 1.909 4.631 3.856
C -7.497 5.964 -5.794
C 2.251 2.851 -1.160
C -6.912 4.224 -3.723
H 4.571 -2.253 2.191
C -3.722 -1.577 -0.806
H -0.636 -3.964 0.515
H 3.907 2.373 4.411
C -8.520 5.388 -5.029
C 1.635 0.608 2.832
H -1.420 1.715 -5.645
Cr -0.099 0.423 -0.064
```